No. 1
Computed, not measured: the molecule C4H9NO in a non-equilibrium geometry, with ωB97M-V with the def2-TZVPD basis set.

Last column: Mulliken charge in e.
Cartesian coordinates (Å):
C 2.33 -0.46 -0.07  -1.06
C 1.31 0.67 0.20  -0.26
C -0.16 0.13 0.03  0.37
O -0.29 -0.71 0.91  -0.57
N -1.36 0.46 -0.62  -0.26
C -2.54 -0.17 0.00  -0.71
H 2.26 -0.81 -1.10  0.29
H 3.36 -0.11 0.10  0.33
H 2.16 -1.31 0.60  0.29
H 1.39 0.89 1.28  0.21
H 1.58 1.58 -0.33  0.34
H -1.50 0.82 -1.56  0.25
H -2.51 -1.26 -0.05  0.24
H -2.55 0.09 1.06  0.24
H -3.48 0.18 -0.45  0.30

The SMILES is CCC(=O)NC. For the HOMO-LUMO gap, the calculation gives 10.38 eV. The total charge is 0. Its relative energy (zero: lowest compared OMol25 entry of this formula, charge and spin) is 1.3796 eV.


No. 2
Computed, not measured: a cluster of 2 separate species, C4H9NO in total, with ωB97M-V with the def2-TZVPD basis set.

Last column: Mulliken charge in e.
Cartesian coordinates (Å):
H -0.43 1.80 -0.33  0.21
N -0.24 0.80 -0.24  -0.47
C -1.30 0.16 0.03  0.14
C -2.68 0.74 0.20  -1.03
H -1.20 -0.93 0.15  0.32
H -3.41 0.18 -0.38  0.27
H -2.70 1.79 -0.11  0.30
H -2.98 0.68 1.25  0.26
C 2.62 -0.33 -0.02  -0.95
C 1.48 -1.24 -0.41  0.24
O 0.94 -2.02 0.34  -0.53
H 2.51 0.63 -0.52  0.27
H 3.57 -0.78 -0.34  0.34
H 2.64 -0.20 1.06  0.25
H 1.19 -1.19 -1.48  0.36

The SMILES is [H]/N=C\C.CC=O. For the HOMO-LUMO gap, the calculation gives 10.47 eV. The total charge is 0. Its relative energy (zero: lowest compared OMol25 entry of this formula, charge and spin) is 1.6817 eV.


No. 3
Computed, not measured: the molecule C4H9NO, with ωB97M-V with the def2-TZVPD basis set.

Last column: Mulliken charge in e.
Cartesian coordinates (Å):
C -0.10 1.98 0.04  -0.90
N 0.40 0.65 -0.05  -0.46
C -0.27 -0.41 0.00  0.86
C -1.74 -0.59 0.27  -1.04
O 0.40 -1.58 -0.16  -0.39
C 1.81 -1.35 -0.32  -0.64
H -1.14 2.13 -0.30  0.30
H -0.01 2.35 1.06  0.27
H 0.54 2.61 -0.58  0.28
H -2.28 0.33 0.01  0.32
H -2.19 -1.42 -0.27  0.31
H -1.90 -0.76 1.34  0.24
H 2.00 -0.52 -0.99  0.29
H 2.24 -2.27 -0.71  0.26
H 2.24 -1.09 0.65  0.27

The SMILES is C/N=C(\C)OC. For the HOMO-LUMO gap, the calculation gives 10.35 eV. The total charge is 0. Its relative energy (zero: lowest compared OMol25 entry of this formula, charge and spin) is 1.4961 eV.


No. 4
Computed, not measured: the molecule C4H9NO in a non-equilibrium geometry, with ωB97M-V with the def2-TZVPD basis set.

Last column: Mulliken charge in e.
Cartesian coordinates (Å):
C -0.28 1.67 -0.36  -1.14
C 0.10 0.43 -0.04  0.64
C -0.72 -0.81 -0.22  -0.37
N -2.16 -0.54 -0.06  -0.68
C 1.50 0.18 0.36  -0.54
O 1.97 -0.90 -0.45  -0.51
H -1.31 1.92 -0.59  0.33
H 0.44 2.48 -0.34  0.28
H -0.56 -1.32 -1.24  0.28
H -0.34 -1.48 0.57  0.32
H -2.30 -0.18 0.92  0.24
H -2.70 -1.45 -0.03  0.26
H 1.45 -0.07 1.45  0.26
H 2.02 1.12 0.20  0.33
H 2.89 -1.07 -0.17  0.31

The SMILES is C=C(CN)CO. For the HOMO-LUMO gap, the calculation gives 10.02 eV. The total charge is 0. Its relative energy (zero: lowest compared OMol25 entry of this formula, charge and spin) is 2.1080 eV.


no.,HOMO (eV)
1,-9.4
2,-9.4
3,-9.3
4,-9.2